The following is a quantum chemistry calculation of a molecular structure, C8H22N2O2Rb at a distorted geometry, from OMol25.

Results
Gap between HOMO and LUMO, eV: 9.1
LUMO energy, eV: -2.98
Molar mass, u: 263.7
Energy relative to the best compared isomer or geometry (same formula, charge and spin), kJ/mol: 108.8

The geometry in ORCA input format:
```
! wB97M-V def2-TZVPD RIJCOSX def2/J DEFGRID3
* xyz 1 1
C -2.921 1.470 -1.844
H -1.388 -4.557 0.653
H 0.358 2.043 -3.685
H 1.035 -3.190 0.545
N 0.951 3.949 -3.235
H 0.096 -0.586 3.561
H 0.133 -2.253 4.103
H 2.370 1.758 -2.448
H 1.024 4.599 -2.455
H -0.894 -4.829 2.337
N 1.840 -0.702 1.504
H -3.098 1.895 -0.853
H 1.053 1.166 -1.333
H 1.855 2.758 -1.144
C 0.740 -3.017 1.589
H 0.233 4.364 -3.827
C -0.943 2.743 -2.156
C 1.493 2.012 -1.856
H -0.947 3.268 -1.191
H -2.410 -3.931 1.978
O -1.505 1.436 -2.075
O -0.700 -2.879 1.625
H -3.259 0.443 -1.967
H -1.564 3.363 -2.814
H 2.857 -0.663 1.486
H -3.377 2.082 -2.623
H 2.395 -2.321 2.631
C 0.734 -1.470 3.642
H 1.466 -1.199 4.406
Rb -0.841 -0.556 0.201
H 1.017 -3.997 1.991
C -1.390 -4.132 1.661
C 1.441 -1.874 2.341
H 1.706 0.164 2.029
C 0.440 2.642 -2.777
*
```